A molecular structure, C28H48BrN3P2PtS at a distorted geometry. Source: OMol25; level of theory: the ωB97M-V functional and the def2-TZVPD basis.

Properties
HOMO energy (spin up / spin down) = -0.6860 / -0.7327 Ha
charge = +4
energy above the lowest of the compared OMol25 structures with the same formula, charge and spin = 238.9 kJ/mol
electronic energy = -5032.5160 Ha
2S+1 = 5
Kohn-Sham gap (spin up / spin down) = 0.22756 / 0.16384 Eh
⟨S²⟩ = 6.065

```
84
Properties=species:S:1:pos:R:3:forces:R:3
N -4.8954 -0.6944 2.8714 3.902 2.377 -3.228
C -3.8933 0.0217 3.4147 -0.826 -0.183 2.307
C -2.8869 0.6498 2.6762 -0.476 -0.126 -0.880
C -2.8633 0.5353 1.2639 -1.548 -0.717 0.738
C -3.9406 -0.1880 0.6982 0.735 0.445 0.613
C -4.9026 -0.7701 1.5282 -2.210 -1.396 0.007
C -1.8259 1.2027 0.4677 -0.633 1.207 -0.904
Pt 0.0000 0.0000 0.0000 0.030 -0.542 -5.635
P 1.8678 0.6764 -1.3509 2.427 0.522 -1.375
C -1.7226 1.0880 -0.9442 -0.666 0.135 -0.108
C -1.2892 2.1809 -1.8271 0.211 0.478 -0.303
C -1.5940 2.1325 -3.2082 0.039 0.265 -0.943
C -1.1712 3.1300 -4.0946 -0.834 -1.341 0.105
C -0.4308 4.2122 -3.6009 0.665 1.519 -1.291
C -0.1527 4.3218 -2.2273 -0.025 -0.436 1.550
C -0.5863 3.3188 -1.3586 0.514 0.888 -0.194
Br 0.2151 5.5510 -4.8010 -0.748 -1.461 1.313
H -1.4283 2.1106 0.9383 -0.206 -0.379 -0.198
H -2.3727 0.3576 -1.4389 0.352 0.175 0.134
H -2.1156 1.2325 3.1914 -0.686 -0.250 0.030
H -4.0412 -0.2756 -0.3877 -0.325 -0.139 0.563
H -3.8970 0.1039 4.5112 -0.015 0.025 -0.389
H -5.7367 -1.3302 1.0814 0.232 0.244 0.106
H -2.1667 1.2835 -3.5972 0.218 0.360 0.061
H -0.3592 3.4086 -0.2920 -0.041 0.120 -0.449
H -1.4038 3.0626 -5.1610 0.035 0.007 0.391
H 0.4035 5.1835 -1.8478 -0.229 -0.300 -0.118
P -0.4998 -2.3351 -0.5162 -0.166 -2.839 -1.578
C 2.6655 2.2338 -0.6607 -0.619 -0.262 0.758
C 3.4679 3.1631 -1.5794 0.103 -0.021 -0.364
H 3.2788 1.8976 0.1971 -0.232 0.082 -0.338
H 1.8225 2.7916 -0.2205 0.332 -0.042 -0.030
H 3.8069 4.0522 -1.0163 -0.185 -0.484 -0.166
H 4.3616 2.6734 -1.9984 -0.395 0.222 0.200
H 2.8482 3.5235 -2.4179 0.255 -0.118 0.253
C 1.5710 1.0787 -3.1549 -0.919 -0.082 0.312
C 2.7118 0.9732 -4.1738 0.471 -0.118 0.011
H 1.1443 2.0950 -3.1644 0.234 -0.348 0.027
H 0.7454 0.4124 -3.4576 0.266 0.171 -0.016
H 2.3282 1.2113 -5.1827 0.096 -0.126 0.492
H 3.5325 1.6759 -3.9587 -0.359 -0.294 -0.096
H 3.1351 -0.0455 -4.2152 -0.198 0.455 -0.011
C 3.2735 -0.5668 -1.4132 -0.744 -0.597 0.335
C 4.7215 -0.0952 -1.5964 0.190 0.528 -0.032
H 2.9880 -1.2823 -2.2075 0.083 0.245 0.264
H 3.1906 -1.1322 -0.4721 0.099 0.183 -0.265
H 5.4090 -0.9605 -1.5652 -0.452 0.344 -0.006
H 4.8789 0.4223 -2.5555 -0.047 -0.267 0.382
H 5.0243 0.5917 -0.7869 -0.086 -0.313 -0.323
C 0.4864 -3.7594 0.2104 0.167 0.520 0.690
C 2.0021 -3.6487 0.0470 0.294 0.130 -0.144
H 0.1092 -4.7005 -0.2359 -0.077 0.612 0.005
H 0.2334 -3.7961 1.2853 0.125 -0.019 -0.369
H 2.5153 -4.4972 0.5337 -0.296 0.390 -0.228
H 2.3026 -3.6401 -1.0148 -0.114 -0.078 0.416
H 2.3711 -2.7160 0.5047 -0.077 -0.411 -0.037
C -0.3019 -2.7392 -2.3355 0.276 0.568 0.115
C -1.1574 -1.8494 -3.2423 -0.225 0.052 -0.101
H -0.5263 -3.8114 -2.5010 0.093 0.497 0.314
H 0.7682 -2.5873 -2.5687 -0.373 -0.132 0.078
H -0.9547 -2.0536 -4.3087 -0.103 0.083 0.501
H -2.2361 -2.0105 -3.0692 0.381 0.012 -0.133
H -0.9395 -0.7862 -3.0437 -0.045 -0.303 -0.150
C -2.2100 -3.0416 -0.2145 -0.150 0.869 0.142
C -2.5456 -3.1935 1.2739 -0.013 -0.271 0.199
H -2.2974 -4.0124 -0.7415 0.277 0.522 0.174
H -2.9243 -2.3466 -0.6889 0.146 -0.349 0.054
H -3.6079 -3.4556 1.4139 0.425 -0.003 -0.080
H -1.9411 -3.9874 1.7464 -0.338 0.343 -0.188
H -2.3621 -2.2510 1.8165 0.003 -0.169 -0.092
C 1.2357 0.9213 5.6743 0.490 0.047 1.375
N 0.9134 0.8980 4.2671 -2.603 -2.039 -2.181
C 0.0000 0.0000 3.6199 0.944 -0.792 6.186
S 0.0000 0.0000 2.0000 1.309 -0.167 3.431
N -0.8346 -0.9666 4.3044 2.267 2.609 -2.561
C -1.0286 -1.0706 5.7200 -0.539 0.056 1.636
H 1.6653 -0.0542 5.9796 -0.294 0.634 -0.030
H 0.3473 1.1874 6.2769 0.619 -0.219 -0.216
H 2.0097 1.6944 5.8649 -0.537 -0.482 -0.305
H 1.4402 1.5539 3.6696 -0.698 -0.797 0.156
H -1.3780 -1.6065 3.7161 0.734 0.583 0.052
H -1.4475 -0.1195 6.1227 0.419 -0.712 -0.068
H -1.7751 -1.8614 5.9326 0.469 0.387 -0.266
H -0.0951 -1.3553 6.2329 -0.570 0.208 -0.087
```
Forces are in eV/Å.

So, what does the Löwdin scheme give us? The charges, in e, come out as: number 1, N, carries 0.343; number 2, C, carries -0.007; number 3, C, carries -0.014; number 4, C, carries -0.209; number 5, C, carries 0.032; number 6, C, carries -0.005; number 7, C, carries -0.261; number 8, Pt, carries 0.663; number 9, P, carries 0.877; number 10, C, carries -0.199; number 11, C, carries -0.197; number 12, C, carries 0.017; number 13, C, carries -0.038; number 14, C, carries -0.575; number 15, C, carries -0.053; number 16, C, carries -0.008; number 17, Br, carries 1.092; number 18, H, carries 0.118; number 19, H, carries 0.107; number 20, H, carries 0.127; number 21, H, carries 0.138; number 22, H, carries 0.165; number 23, H, carries 0.175; number 24, H, carries 0.141; number 25, H, carries 0.121; number 26, H, carries 0.144; number 27, H, carries 0.140; number 28, P, carries 0.881; number 29, C, carries -0.371; number 30, C, carries -0.109; number 31, H, carries 0.091; number 32, H, carries 0.042; number 33, H, carries 0.103; number 34, H, carries 0.076; number 35, H, carries 0.065; number 36, C, carries -0.370; number 37, C, carries -0.100; number 38, H, carries 0.043; number 39, H, carries 0.058; number 40, H, carries 0.099; number 41, H, carries 0.072; number 42, H, carries 0.086; number 43, C, carries -0.376; number 44, C, carries -0.106; number 45, H, carries 0.080; number 46, H, carries 0.046; number 47, H, carries 0.105; number 48, H, carries 0.069; number 49, H, carries 0.082; number 50, C, carries -0.359; number 51, C, carries -0.132; number 52, H, carries 0.117; number 53, H, carries 0.080; number 54, H, carries 0.104; number 55, H, carries 0.078; number 56, H, carries 0.050; number 57, C, carries -0.361; number 58, C, carries -0.143; number 59, H, carries 0.115; number 60, H, carries 0.077; number 61, H, carries 0.104; number 62, H, carries 0.081; number 63, H, carries 0.013; number 64, C, carries -0.353; number 65, C, carries -0.141; number 66, H, carries 0.119; number 67, H, carries 0.060; number 68, H, carries 0.093; number 69, H, carries 0.088; number 70, H, carries 0.028; number 71, C, carries -0.055; number 72, N, carries -0.002; number 73, C, carries -0.607; number 74, S, carries 0.709; number 75, N, carries -0.021; number 76, C, carries -0.072; number 77, H, carries 0.113; number 78, H, carries 0.103; number 79, H, carries 0.124; number 80, H, carries 0.148; number 81, H, carries 0.114; number 82, H, carries 0.107; number 83, H, carries 0.118; number 84, H, carries 0.104